14
Properties=species:S:1:pos:R:3:forces:R:3 method="wB97M-V/def2-TZVPD" e_above_lowest_kcal_mol=40.30 smiles="NC1=CC(=O)[C@@H]2N[C@H]12" molar_mass_g_mol=110.12 homo_energy_ev=-8.62 homo_lumo_gap_ev=9.285 total_energy_ha=-378.8067
N 1.30081 -0.32929 1.76104 -0.03 -1.55 -0.57
C 0.54700 0.05468 0.69514 -0.74 3.89 -0.67
C -0.05776 1.30484 0.45263 -0.47 -1.29 -0.53
C -0.77609 1.24271 -0.86578 -0.41 -0.24 -2.55
O -1.37544 2.08044 -1.56597 1.42 -1.36 2.40
C -0.54873 -0.24306 -1.48650 0.01 3.53 2.94
N -0.96085 -1.30732 -0.64478 -2.14 -2.19 0.09
C 0.35983 -0.82321 -0.47618 0.87 -0.47 -0.08
H 1.57530 -1.32504 1.68834 -0.23 1.05 0.54
H 1.01906 -0.01136 2.67560 0.21 0.04 -0.06
H -0.16460 2.21150 1.06432 0.23 -0.77 0.00
H -0.41825 -0.30295 -2.53304 -0.16 -0.40 -0.91
H -1.70365 -1.16203 0.08893 1.51 0.30 -1.03
H 1.20337 -1.38992 -0.85375 -0.06 -0.55 0.42